(1)
Molecular formula: C3H4FN3O
Method: DFT, ωB97M-V/def2-TZVPD

The HOMO-LUMO gap comes out at 8.800 eV. Its structure (SMILES) is N/N=c1\[nH]c(F)co1. The LUMO energy is 0.82 eV.

Structure (ORCA input):
```
! wB97M-V def2-TZVPD RIJCOSX def2/J DEFGRID3
* xyz 0 1
C -0.70065 0.43694 0.00716
C 1.37714 -0.27155 0.05167
C 1.39273 1.13131 -0.03798
H -3.16592 -0.69406 -0.77100
H -3.01583 -1.10399 0.85008
H -0.34819 -1.62469 0.14387
H 2.23921 1.76046 0.04124
N -2.46055 -0.88527 -0.04892
N -1.94855 0.44539 0.08557
N 0.09431 -0.67312 -0.11390
O 0.06558 1.51024 -0.00204
F 2.39492 -1.15654 0.01865
*
```

Results of the Mulliken charge analysis, in e, for atoms 1 through 5: number 1, C, carries 0.57; number 2, C, carries 0.27; number 3, C, carries -0.29; number 4, H, carries 0.27; number 5, H, carries 0.24

***

(2)
Molecular formula: C24H26BCdCl2F4N4O2P2
Method: DFT, ωB97M-V/def2-TZVPD

The HOMO-LUMO gap comes out at 7.342 eV. The LUMO energy is 2.66 eV.

Structure (ORCA input):
```
! wB97M-V def2-TZVPD RIJCOSX def2/J DEFGRID3
* xyz -1 1
Cd 0.62747 0.39765 -0.21151
Cl -3.70859 5.17234 2.50623
C -2.78343 4.27205 1.33558
C -1.66557 3.57166 1.77569
C -0.89696 2.83002 0.88907
N 0.19697 2.04685 1.26016
C 0.90882 2.19922 2.35879
O 0.78144 2.99811 3.29648
C 2.07051 1.19055 2.47008
C 2.80230 1.16173 3.64869
C 3.82317 0.23699 3.78649
C 4.08953 -0.64041 2.74684
C 3.32197 -0.54955 1.59860
N 2.34621 0.34930 1.46300
C -1.25615 2.81137 -0.49553
C -2.37479 3.52553 -0.91148
C -3.13586 4.24844 0.00068
Cl -4.52658 5.11811 -0.58912
N -0.43408 2.06215 -1.32636
C -0.49300 2.00562 -2.64248
O -1.28640 2.52245 -3.44305
C 0.62807 1.13437 -3.24296
C 0.73173 1.05874 -4.62224
C 1.74030 0.28957 -5.17986
C 2.61308 -0.38955 -4.34783
C 2.43966 -0.27116 -2.97961
N 1.48237 0.47853 -2.43927
H -1.37679 3.61289 2.81504
H 2.53850 1.86877 4.42216
H 4.40218 0.19379 4.70119
H 4.86596 -1.38976 2.81550
H 3.46413 -1.23345 0.76982
H -2.63917 3.52119 -1.95788
H 0.01244 1.60654 -5.21367
H 1.83714 0.21270 -6.25622
H 3.40007 -1.02000 -4.73710
H 3.06983 -0.81669 -2.28886
C -1.31890 -2.11013 -2.75220
P -1.56152 -1.16028 -1.21181
C -3.15960 -0.33323 -1.52576
C -2.01757 -2.48563 -0.02228
C -2.15437 -1.93905 1.40629
P -0.55345 -1.26115 2.01343
C -1.05858 -0.54868 3.62141
C 0.29769 -2.79004 2.54381
H -2.16739 -2.77237 -2.94415
H -0.40185 -2.69676 -2.68020
H -1.21412 -1.41584 -3.58819
H -3.92376 -1.05768 -1.81955
H -3.02463 0.40357 -2.32064
H -3.49020 0.21093 -0.63985
H -1.22765 -3.24072 -0.07417
H -2.94744 -2.95920 -0.35327
H -2.51394 -2.71081 2.09416
H -2.88247 -1.12183 1.43294
H -1.59475 -1.27950 4.23323
H -1.69583 0.32029 3.44773
H -0.17827 -0.20345 4.16585
H -0.33068 -3.39138 3.20746
H 1.21378 -2.51809 3.07329
H 0.58061 -3.37893 1.67202
F 3.19686 -3.38341 -0.34027
B 1.95372 -3.21774 -0.96248
F 1.43081 -1.93758 -0.54563
F 2.08619 -3.20852 -2.35180
F 1.04080 -4.19941 -0.55447
*
```

Results of the Mulliken charge analysis, in e, for atoms 1 through 5: number 1, Cd, carries 1.94; number 2, Cl, carries -0.25; number 3, C, carries 0.13; number 4, C, carries -0.46; number 5, C, carries -0.59

***

(3)
Molecular formula: C2H4BrClIN
Method: DFT, ωB97M-V/def2-TZVPD

The HOMO-LUMO gap (spin up / spin down) comes out at 9.125 / 5.065 eV. The LUMO energy (spin up / spin down) is -1.02 / -3.12 eV.

Structure (ORCA input):
```
! wB97M-V def2-TZVPD RIJCOSX def2/J DEFGRID3
* xyz 0 1
C -1.71039 1.15264 0.14029
C -0.01097 -0.16368 -0.97876
N -0.96339 0.12971 -0.17975
Cl 0.89264 0.79477 -2.08789
Br 0.57341 -2.03456 -0.89455
I 0.36783 -2.16950 3.22755
H 2.23492 -0.24825 0.40027
H -1.95762 1.97258 -0.50480
H -1.93988 1.25674 1.15365
H 2.51344 -0.69046 -0.27602
*
```

Results of the Mulliken charge analysis, in e, for atoms 1 through 5: number 1, C, carries -0.42; number 2, C, carries 0.28; number 3, N, carries -0.29; number 4, Cl, carries -0.10; number 5, Br, carries -0.11

***

(4)
Molecular formula: C2H6N2O
Method: DFT, ωB97M-V/def2-TZVPD

The HOMO-LUMO gap comes out at 10.312 eV. Its structure (SMILES) is [H]/N=C\N(C)O. The LUMO energy is 0.62 eV.

Structure (ORCA input):
```
! wB97M-V def2-TZVPD RIJCOSX def2/J DEFGRID3
* xyz 0 1
C 1.24353 0.74083 0.83260
C -0.12649 0.42252 -0.92195
H 1.56381 1.47192 -0.01520
H 0.47038 1.17525 1.61293
H 2.22063 0.18210 1.23880
H -0.81734 -0.62881 1.45067
H 0.56251 1.17805 -1.24366
H -1.88639 -0.28589 -0.63594
N 0.48289 -0.36269 -0.00680
N -1.39929 0.29537 -1.29883
O -0.30014 -1.20019 0.90849
*
```

Results of the Mulliken charge analysis, in e, for atoms 1 through 5: number 1, C, carries -0.71; number 2, C, carries 0.14; number 3, H, carries 0.28; number 4, H, carries 0.31; number 5, H, carries 0.22

***

(5)
Molecular formula: C22H27N
Method: DFT, ωB97M-V/def2-TZVPD

The HOMO-LUMO gap comes out at 8.076 eV. Its structure (SMILES) is CC(C)(C)c1ccc(-c2cc3cc(C(C)(C)C)ccc3[nH]2)cc1. The LUMO energy is 0.59 eV.

Structure (ORCA input):
```
! wB97M-V def2-TZVPD RIJCOSX def2/J DEFGRID3
* xyz 0 1
C 0.81460 0.41818 0.02471
C -0.48167 -0.04248 0.30550
C -0.16416 -2.40596 -0.38552
C -2.08511 -1.75833 0.95356
C -0.68099 3.71559 0.61875
C -0.68416 -3.67341 -0.51932
C -2.52916 -3.12006 0.99678
C 0.34746 4.62985 0.36152
C 1.81839 2.79430 -0.22207
C -0.87812 -1.42928 0.23845
C 0.73975 1.86512 0.05813
C -0.50752 2.28221 0.46555
C -1.77670 -4.06693 0.19116
C 1.55752 4.18883 -0.20989
N -1.24014 1.13521 0.63788
C -2.67920 -5.97181 1.82143
C -1.05465 -6.62222 0.09849
C -3.30983 -5.80736 -0.59050
C 3.51720 5.64830 0.59726
C 3.68725 4.71256 -1.79948
C 2.10718 6.45099 -1.45817
C -2.14904 -5.56273 0.40870
C 2.69426 5.21104 -0.71292
H 1.79336 -0.12343 -0.22507
H 0.85584 -2.25264 -0.88579
H -2.63553 -0.95169 1.39723
H -1.68457 4.14117 0.80166
H -0.27737 -4.39391 -1.25105
H -3.52619 -3.43548 1.44143
H 0.19169 5.69291 0.46800
H 2.83296 2.50348 -0.49998
H -2.15166 1.00298 1.07177
H -2.93583 -7.00707 1.89048
H -1.99472 -5.66105 2.68728
H -3.58827 -5.34744 1.99899
H -0.11641 -6.45002 0.71962
H -1.35505 -7.66457 0.36642
H -0.77635 -6.54305 -0.97865
H -4.19126 -5.07435 -0.40705
H -3.06069 -5.61554 -1.60477
H -3.60186 -6.79707 -0.51238
H 3.77505 6.76089 0.50444
H 4.45333 5.07817 0.68956
H 2.87994 5.48372 1.53768
H 3.20630 4.62494 -2.72457
H 4.28754 3.77125 -1.62205
H 4.55998 5.37517 -1.95243
H 2.95135 7.18309 -1.76665
H 1.48976 6.83411 -0.64684
H 1.55547 6.27383 -2.37729
*
```

Results of the Mulliken charge analysis, in e, for atoms 1 through 5: number 1, C, carries -0.88; number 2, C, carries 0.19; number 3, C, carries -0.91; number 4, C, carries -0.94; number 5, C, carries -1.00

***

(6)
Molecular formula: CBrCl2NO2
Method: DFT, ωB97M-V/def2-TZVPD

The HOMO-LUMO gap (spin up / spin down) comes out at 7.542 / 9.074 eV. The LUMO energy (spin up / spin down) is -1.28 / -1.07 eV.

Structure (ORCA input):
```
! wB97M-V def2-TZVPD RIJCOSX def2/J DEFGRID3
* xyz 0 1
C 1.13071 0.46380 0.06672
N -1.58097 -0.60550 -0.16362
O -1.98571 -1.27846 0.71320
O -1.97972 -0.11799 -1.16321
Cl 0.81398 0.84249 1.71613
Cl 1.42854 1.78586 -0.96097
Br 2.17318 -1.09020 -0.20824
*
```

Results of the Mulliken charge analysis, in e, for atoms 1 through 5: number 1, C, carries 0.19; number 2, N, carries 0.78; number 3, O, carries -0.40; number 4, O, carries -0.39; number 5, Cl, carries -0.09

***

(7)
Molecular formula: C20H25CsN5Se2
Method: DFT, ωB97M-V/def2-TZVPD

The HOMO-LUMO gap comes out at 8.747 eV. The LUMO energy is -2.15 eV.

Structure (ORCA input):
```
! wB97M-V def2-TZVPD RIJCOSX def2/J DEFGRID3
* xyz 1 1
Cs 0.49992 -0.16210 -0.32094
C -0.28837 -1.81394 3.58151
N 0.42604 -0.70849 2.96904
C 1.48142 -0.18042 3.81486
C 2.33594 0.79675 3.06964
N 2.11836 1.24298 1.86405
C 3.17836 2.09566 1.58183
C 3.45546 2.84290 0.44051
C 4.60989 3.60121 0.43134
C 5.47538 3.62910 1.53183
C 5.21318 2.90129 2.67697
C 4.05264 2.13968 2.67981
N 3.48089 1.29869 3.61542
C -1.22462 -2.45628 2.60641
N -1.46056 -2.05739 1.38844
C -2.37863 -2.95968 0.86910
C -2.97855 -3.01485 -0.38570
C -3.86748 -4.04275 -0.63286
C -4.16540 -5.00174 0.34336
C -3.58417 -4.96196 1.59670
C -2.69046 -3.92740 1.83749
N -1.93382 -3.57454 2.93839
H -0.85348 -1.51619 4.47795
H 0.44002 -2.56551 3.89915
H -0.23383 0.03137 2.75080
H 2.11595 -1.01267 4.13219
H 1.10033 0.29992 4.72901
H 2.77968 2.84155 -0.40596
H 4.85316 4.19447 -0.44003
H 6.36940 4.23607 1.48464
H 5.87903 2.92844 3.52977
H 3.84171 1.09728 4.53181
H -2.75344 -2.26994 -1.14013
H -4.35029 -4.11494 -1.59855
H -4.86740 -5.79129 0.11138
H -3.81661 -5.70108 2.35238
H -1.91640 -4.04898 3.82434
C -3.15944 3.84804 0.97107
Se -2.78686 1.94160 0.84091
C -3.78739 1.60013 -0.80485
C -3.18053 2.22997 -2.04634
Se -1.57128 1.34253 -2.71681
C -2.46315 -0.01854 -3.78635
H -4.23530 3.99706 1.00252
H -2.72002 4.38646 0.13632
H -2.71255 4.19426 1.89884
H -4.79919 1.97850 -0.65286
H -3.84256 0.51491 -0.88792
H -2.90718 3.26856 -1.87419
H -3.89295 2.20505 -2.87211
H -3.13404 0.47149 -4.48657
H -3.01039 -0.71611 -3.15825
H -1.69156 -0.54446 -4.34256
*
```

Results of the Mulliken charge analysis, in e, for atoms 1 through 5: number 1, Cs, carries 1.06; number 2, C, carries -0.80; number 3, N, carries -0.04; number 4, C, carries -0.83; number 5, C, carries 0.11

***

(8)
Molecular formula: C2NO2S2
Method: DFT, ωB97M-V/def2-TZVPD

The HOMO-LUMO gap comes out at 5.372 eV. The LUMO energy is 2.36 eV.

Structure (ORCA input):
```
! wB97M-V def2-TZVPD RIJCOSX def2/J DEFGRID3
* xyz -1 1
C -1.59978 4.88921 -1.23356
C 0.49341 -3.14392 0.83797
N -0.20261 -3.80755 0.19143
O -1.17739 5.72900 -1.92592
O 2.35314 -0.97565 2.40558
S -2.17413 3.69915 -0.42593
S 2.09738 -2.45316 1.81867
*
```

Results of the Mulliken charge analysis, in e, for atoms 1 through 5: number 1, C, carries 0.63; number 2, C, carries 0.11; number 3, N, carries -0.53; number 4, O, carries -0.36; number 5, O, carries -0.61

***

Per-record energy above the lowest of the compared OMol25 structures with the same formula, charge and spin, eV: 2.4218, 0.0000, 3.2197, 4.5174, 0.2020, 1.6202, 0.3010, 2.9027
Per-record total energy, Ha: -456.00424, -3495.28599, -3465.10091, -264.42130, -909.18763, -3737.55546, -5873.78672, -1077.82993